(1)
Computed, not measured: C17H22Cl2FeN4SSb as an isolated structure in a non-equilibrium geometry, with ωB97M-V/def2-TZVPD.

Output
Electronic energy in eV: -100732.66162
Net charge: +2
Relative energy (zero: lowest compared OMol25 entry of this formula, charge and spin) in kJ/mol: 1.0
Maximum force in eV/Å: 2.3
Spin multiplicity: 6
E_LUMO (spin up / spin down) in Eh: -0.25470 / -0.30229
HOMO level (spin up / spin down) in eV: -14.21 / -14.80
Kohn-Sham gap (spin up / spin down) in eV: 7.28 / 6.57

```
48
Properties=species:S:1:pos:R:3:forces:R:3
Fe -10.9406 1.6686 12.1659 -0.7 0.6 0.6
S -13.2382 2.0184 11.8495 0.0 -0.6 0.3
C -13.1778 3.1935 10.6289 -1.2 1.2 -0.7
N -14.1360 3.9043 10.0999 -0.5 -0.6 0.6
N -15.4816 3.6951 10.5001 0.4 0.5 -1.1
C -16.1134 4.2604 11.5367 -0.1 -0.3 1.4
C -15.4086 4.6184 12.7438 -1.3 0.1 -0.5
C -16.1705 5.0063 13.8466 2.1 -0.4 -0.4
C -17.5415 5.0366 13.7670 -0.7 0.1 1.1
C -18.2287 4.6696 12.6175 -0.5 0.4 -0.8
C -17.5570 4.3097 11.4949 1.5 -0.1 -0.3
N -11.9479 3.6357 10.0136 1.6 -0.8 1.0
N -10.9324 3.2632 10.6547 -1.2 0.4 -0.6
C -9.6654 3.5853 10.0710 -0.6 -0.4 -0.4
C -9.4372 3.1505 8.7560 -0.1 1.0 0.3
C -8.2257 3.3979 8.1570 0.8 0.5 2.1
C -7.2390 4.0133 8.9511 0.7 0.3 0.1
C -7.4780 4.4532 10.2645 -0.3 -0.5 -0.6
C -8.7313 4.2293 10.8533 1.2 0.0 -0.3
H -16.1109 3.5583 9.6907 0.8 -0.1 0.3
H -14.3388 4.5490 12.6972 0.3 0.1 0.4
H -15.6654 5.2457 14.7896 -0.3 0.0 -0.5
H -18.0789 5.3319 14.6680 -0.1 0.0 -0.3
H -19.2923 4.7772 12.5359 -0.4 -0.1 0.3
H -18.0209 4.0693 10.5496 -0.4 0.0 0.1
H -10.2494 2.7653 8.1887 -0.6 -0.5 -0.2
H -7.9940 3.0933 7.1764 0.1 -0.3 -1.0
H -6.2236 4.1791 8.5549 -0.7 -0.1 0.1
H -6.6827 4.9401 10.8201 -0.2 0.0 -0.1
H -8.9006 4.5694 11.8686 -0.3 -0.1 -0.1
Cl -7.1655 1.5374 13.1656 -0.6 -0.1 -0.4
C -7.5329 0.5122 11.7927 -0.3 0.1 0.7
Cl -9.3630 -0.0083 11.5867 1.0 0.1 0.1
H -7.0504 -0.4347 11.9907 -0.1 -0.2 -0.4
H -7.2925 1.0175 10.8715 0.0 -0.1 -0.2
C -13.2470 1.4793 16.1086 -0.4 0.3 -0.7
Sb -11.4721 1.0679 14.9656 -0.7 -0.7 0.1
C -9.9472 1.8220 16.1968 0.2 -0.5 -0.3
C -11.2846 -1.0691 15.3485 0.5 0.7 -1.1
H -13.2760 0.8596 16.9837 0.5 -0.2 0.6
H -14.1957 1.2673 15.6191 0.2 -0.1 -0.5
H -13.2875 2.5337 16.3581 0.2 0.1 0.3
H -10.0792 1.5304 17.2372 0.1 0.1 -0.1
H -9.7974 2.8828 16.0649 -0.1 0.3 0.1
H -9.0998 1.3033 15.7452 0.3 0.1 0.4
H -10.9754 -1.2414 16.3691 0.0 0.0 0.2
H -10.4956 -1.3824 14.6347 -0.5 -0.2 0.6
H -12.2232 -1.5737 15.1168 0.1 0.1 0.0
```
Forces are in eV/Å.

(2)
Computed, not measured: an isolated molecule of C14H14Cl2N4O2S in a non-equilibrium geometry, with ωB97M-V/def2-TZVPD.

Output
Electronic energy in eV: -60670.85284
Relative energy (zero: lowest compared OMol25 entry of this formula, charge and spin) in kJ/mol: 882.7
SMILES: O=C1Nc2c(Cl)cc(Cl)cc2/C1=N/N=C(\S)NC[C@H]1CCCO1
Maximum force in eV/Å: 12.3
E_LUMO in Eh: -0.05464
HOMO level in eV: -7.93
Kohn-Sham gap in eV: 6.44

```
37
Properties=species:S:1:pos:R:3:forces:R:3
O -0.8969 2.5204 1.3403 -4.5 -1.0 -1.3
C -1.9806 2.0555 0.8186 6.5 0.4 1.0
N -3.2963 2.2597 1.1215 8.9 2.3 1.1
C -4.0776 1.5793 0.4770 -2.4 -5.5 -6.9
C -5.3931 1.7248 0.4918 -1.9 -3.1 -0.6
C -6.0437 0.6674 -0.1845 -1.5 1.4 0.1
C -5.3215 -0.1815 -0.9342 -2.0 -2.6 -4.3
C -3.9959 -0.1674 -1.3449 0.9 1.9 3.4
C -3.2845 0.6882 -0.4978 -4.1 0.7 1.0
C -1.9663 1.0101 -0.2166 4.7 -3.2 -3.6
N -0.9466 0.2129 -0.9507 -0.8 5.2 3.4
N 0.3638 0.5301 -0.6982 -3.5 0.0 0.4
C 1.2875 1.3269 -1.1414 -2.1 -5.6 2.1
N 2.4918 0.8149 -0.6783 4.8 6.2 -2.2
H 3.2530 1.6190 -1.1095 -2.0 -3.1 2.1
C 2.8227 0.1880 0.7108 -4.0 -0.1 -3.7
H 3.7398 0.6150 1.0615 0.9 -0.8 -0.2
H 2.0544 0.5432 1.4207 0.1 -0.4 -0.3
C 2.5482 -1.3565 0.3139 10.1 2.6 6.4
C 3.7542 -1.9586 -0.4234 0.2 1.8 -1.0
H 3.4496 -2.7420 -1.0684 -0.3 -1.2 -0.4
C 4.9598 -2.3520 0.5695 -3.9 2.0 -0.5
H 5.4425 -1.4125 0.6841 1.2 0.5 0.3
C 4.1290 -2.7492 1.8414 -4.6 -0.3 -10.2
H 3.8902 -3.7497 1.3808 -0.5 0.3 2.6
H 4.5199 -2.3899 2.6213 3.1 1.1 6.7
O 2.8760 -1.7544 1.7603 1.3 -3.1 -0.3
H 5.4853 -3.0815 0.0070 0.9 -0.8 0.2
H 4.0964 -1.1742 -1.1595 -0.1 -0.7 0.7
H 1.6154 -1.5382 0.1528 -5.5 -1.2 -1.6
S 1.1597 2.1692 -2.6076 1.7 1.9 -1.5
H -3.4500 -0.7761 -2.0059 -0.1 -0.9 -0.9
Cl -6.3490 -1.3230 -2.1484 1.0 1.2 1.7
H -7.1385 0.7042 -0.1954 0.5 -0.6 0.0
Cl -6.2182 2.5882 1.6773 -0.5 1.1 0.7
H -3.4645 2.7889 1.8347 -1.7 4.0 5.2
H -0.1159 2.1007 -2.9209 -0.8 -0.4 0.5
```
Forces are in eV/Å.

(3)
Computed, not measured: a 4-piece molecular cluster, C32H67BNO16 overall in a non-equilibrium geometry, with ωB97M-V/def2-TZVPD.

Output
Electronic energy in eV: -69197.68093
Net charge: -1
Maximum force in eV/Å: 2.3
E_LUMO in Eh: 0.07713
HOMO level in eV: -4.78
Kohn-Sham gap in eV: 6.88

```
117
Properties=species:S:1:pos:R:3:forces:R:3
C 2.2797 2.3054 0.8911 -0.5 -0.8 -0.5
C 2.2768 2.0797 -0.6771 1.5 0.2 0.8
C 2.3870 3.4070 -1.4968 -0.8 -0.7 -0.6
C 0.9925 4.0212 -1.8957 1.1 0.9 -0.7
O 0.2409 3.1354 -2.6898 -0.3 0.4 0.2
B -1.1187 2.9311 -2.1763 -1.2 -1.3 0.1
C -2.1390 4.2724 -2.1795 2.0 1.1 0.1
O -3.3062 4.1110 -3.0169 -0.9 0.0 1.2
C -4.4735 4.5393 -2.3854 -0.1 0.8 -1.3
O -4.7459 3.8849 -1.1532 -0.5 0.3 -0.2
C -5.9685 3.1766 -1.1856 -0.3 -1.3 1.2
C -6.1114 2.3719 0.1583 0.9 -0.6 0.2
O -7.4831 2.0067 0.3865 0.0 0.6 -0.5
O -0.8968 2.2632 -0.8667 0.7 -0.7 1.4
C -1.8800 1.3345 -0.4829 -1.2 1.9 -0.6
C -2.6238 2.0810 0.6865 0.3 0.2 0.6
C -1.5090 2.4564 1.7484 -0.2 0.2 -0.8
N -2.1030 2.7600 3.0704 0.0 -0.2 -0.9
C -2.6359 1.1344 -1.8755 -0.4 -0.9 -1.1
C -2.6694 -0.2936 -2.5314 0.2 -1.0 0.4
C -1.5108 -1.2526 -2.0734 -0.7 0.1 -0.8
C -1.0804 -2.3176 -3.1493 0.7 -0.5 1.0
C -0.5942 -3.6108 -2.3580 -0.6 1.2 0.0
C 0.5176 -3.2292 -1.3009 -0.3 -1.0 -0.4
C 0.0055 -3.1993 0.1859 0.2 0.7 0.3
C 0.4894 -1.9065 0.9792 0.3 -0.8 -0.8
C 0.9147 -2.2408 2.4550 0.0 0.9 -0.4
C 0.2182 -1.3623 3.5517 -0.6 -1.0 0.2
C -1.3123 -1.1444 3.3298 0.8 0.8 0.8
O -1.9893 -2.3977 3.2844 -0.4 0.6 -0.3
C -3.3573 -2.1972 2.9027 0.2 0.3 0.1
O -1.9467 1.8951 -2.8631 0.4 -0.3 0.8
H 1.6016 3.1276 1.2049 0.4 -0.5 -0.2
H 3.3014 2.4845 1.2938 -0.6 0.1 -0.4
H 1.9233 1.3485 1.3542 0.2 0.8 -0.1
H 1.4507 1.4106 -0.9970 0.2 0.9 0.1
H 3.2258 1.5068 -0.8763 -0.8 0.3 0.1
H 2.8944 3.1429 -2.4627 -0.4 0.3 0.7
H 3.0352 4.1681 -0.9986 -0.5 -0.5 -0.1
H 0.4418 4.4496 -1.0212 0.3 -0.6 -0.4
H 1.2439 4.9078 -2.5501 -0.2 -0.4 0.6
H -1.5253 5.1088 -2.6351 -0.7 -0.4 0.4
H -2.3702 4.5972 -1.1358 -0.3 -0.2 -0.7
H -4.4421 5.6546 -2.2362 0.1 -0.8 0.4
H -5.3173 4.3607 -3.1048 0.7 -0.1 0.5
H -6.8745 3.8289 -1.2423 0.7 -0.3 -0.3
H -5.9266 2.4134 -1.9955 -0.4 0.7 0.2
H -5.6889 2.9375 1.0285 -0.4 -0.1 -0.8
H -5.5302 1.4142 0.1051 -0.2 0.9 -0.2
H -7.5291 1.4072 1.1335 0.2 0.0 0.0
H -1.5592 0.3737 -0.0073 0.5 0.5 -0.7
H -3.0592 3.0626 0.3790 0.1 -1.0 -0.1
H -3.4415 1.4804 1.1697 0.6 0.2 -0.3
H -1.0157 3.3820 1.3619 -0.2 -0.8 0.4
H -0.7236 1.6518 1.7815 -0.6 0.5 0.0
H -1.3586 2.9479 3.7346 -0.3 -0.3 0.1
H -2.6484 1.9404 3.3251 0.3 0.2 0.5
H -3.7146 1.4256 -1.7757 0.7 0.3 0.0
H -3.6342 -0.8475 -2.3598 0.6 0.6 0.0
H -2.5936 -0.1493 -3.6323 -0.1 0.1 0.8
H -0.6207 -0.6325 -1.8300 -0.6 -0.5 0.2
H -1.8976 -1.8255 -1.1907 0.6 0.7 -0.4
H -0.1956 -1.9319 -3.7142 -0.8 -0.2 0.2
H -1.8872 -2.5992 -3.8625 0.4 0.3 0.5
H -1.4985 -3.9464 -1.7856 0.8 -0.2 -0.6
H -0.2701 -4.3962 -3.0761 -0.2 0.4 0.6
H 0.9895 -2.2638 -1.6034 -0.3 -0.7 0.3
H 1.2976 -4.0338 -1.3511 -0.4 0.8 0.0
H -1.1112 -3.2374 0.2614 0.9 -0.1 -0.2
H 0.4014 -4.1029 0.7027 -0.3 0.6 -0.3
H -0.3115 -1.1426 0.8862 0.6 -0.4 0.3
H 1.3578 -1.5126 0.3904 -0.6 -0.1 0.7
H 0.7285 -3.3243 2.6245 0.1 0.8 0.1
H 2.0160 -2.0564 2.5302 -0.8 -0.4 0.1
H 0.3089 -1.9268 4.5181 0.0 0.6 -0.6
H 0.7083 -0.3780 3.7122 -0.3 -0.5 -0.3
H -1.5259 -0.4946 2.4411 0.2 -0.7 0.4
H -1.6767 -0.5596 4.2224 0.1 -0.4 -0.7
H -3.4424 -2.1910 1.7899 -0.1 -0.1 0.7
H -3.9771 -2.9913 3.3708 0.4 0.4 -0.5
H -3.7072 -1.2024 3.2788 0.1 -0.7 -0.2
C 3.6946 -9.0727 0.3155 0.1 -0.3 0.2
O 3.2855 -7.8243 -0.2368 0.0 0.0 0.0
C 3.4802 -7.7219 -1.5544 -0.2 0.3 0.1
O 3.9522 -8.5677 -2.2653 0.1 -0.1 -0.1
O 3.0588 -6.5171 -1.9400 0.0 -0.1 0.1
C 3.2070 -6.2652 -3.3366 0.0 0.2 -0.4
H 3.4893 -9.0394 1.3837 -0.1 0.2 -0.1
H 3.1263 -9.8932 -0.1235 0.1 0.0 -0.1
H 4.7643 -9.2264 0.1704 -0.1 -0.1 -0.1
H 2.6191 -6.9740 -3.9203 0.1 -0.1 0.0
H 4.2572 -6.3068 -3.6265 -0.1 -0.2 0.0
H 2.8324 -5.2622 -3.5319 0.0 0.0 0.3
C 0.2450 -0.5994 8.3957 0.0 -0.3 0.2
O 0.2120 0.3415 7.3258 0.0 0.0 0.0
C 0.0235 1.6043 7.7116 0.0 -0.1 -0.4
O -0.1129 1.9865 8.8424 0.0 0.0 0.2
O 0.0144 2.3651 6.6170 0.0 -0.1 0.0
C -0.1759 3.7549 6.8689 -0.1 0.4 -0.1
H 0.4025 -1.5837 7.9589 0.0 0.2 -0.2
H 1.0705 -0.3828 9.0743 -0.1 0.1 0.0
H -0.7033 -0.6046 8.9339 0.1 0.1 0.1
H 0.6339 4.1500 7.4827 -0.1 -0.1 0.1
H -1.1403 3.9332 7.3450 0.1 0.0 0.1
H -0.1649 4.2671 5.9088 0.0 -0.2 -0.1
C 3.9842 2.2126 -5.4602 -0.4 0.2 0.1
O 5.0187 1.3609 -5.9622 0.2 -0.1 0.0
C 6.1017 1.3018 -5.1878 -0.3 0.0 -0.3
O 6.2643 1.8844 -4.1513 0.1 0.0 0.1
O 6.9812 0.4769 -5.7694 0.1 -0.1 -0.1
C 8.1956 0.3202 -5.0413 0.3 -0.1 0.1
H 3.1597 2.1818 -6.1691 0.2 -0.2 -0.1
H 3.6240 1.8566 -4.4953 0.1 0.1 0.0
H 4.3362 3.2415 -5.3827 0.1 -0.1 0.1
H 8.0028 -0.1100 -4.0582 0.0 0.2 0.0
H 8.7143 1.2747 -4.9468 -0.1 0.0 0.1
H 8.8272 -0.3652 -5.6037 -0.2 0.0 -0.1
```
Forces are in eV/Å.

(4)
Computed, not measured: an isolated molecule of C5H8ClNO in a non-equilibrium geometry, with ωB97M-V/def2-TZVPD.

Output
Electronic energy in eV: -21372.45301
Relative energy (zero: lowest compared OMol25 entry of this formula, charge and spin) in kJ/mol: 275.3
SMILES: C[C@H](O)[C@](C)(Cl)C#N
Maximum force in eV/Å: 3.8
E_LUMO in Eh: -0.03064
HOMO level in eV: -10.64
Kohn-Sham gap in eV: 9.80

```
16
Properties=species:S:1:pos:R:3:forces:R:3
C 0.5390 0.1117 -2.2247 -0.5 0.5 0.3
C -1.2145 -0.5524 0.2314 -2.1 -1.6 -1.5
C 1.7884 0.1890 -0.1580 2.6 1.1 -1.6
C -0.7017 0.8641 -0.0944 0.3 -3.2 -2.1
C 0.6236 0.7029 -0.9252 0.1 3.4 0.5
N 0.4660 -0.5390 -3.1603 0.0 -0.4 -0.8
O -1.6919 1.4895 -0.8262 -2.3 -0.6 -0.5
Cl 1.2129 2.8028 -1.1979 -0.9 -2.4 0.1
H -2.1891 -0.4366 0.8821 2.0 -0.4 -1.1
H -0.4838 -1.2500 0.6591 -0.3 0.4 0.4
H -1.5346 -1.1343 -0.8036 0.6 1.6 2.4
H 1.5823 0.4457 0.8809 0.7 -0.7 0.1
H 2.8028 0.7289 -0.5520 -2.5 -1.1 1.2
H 1.9595 -0.8401 -0.5159 -0.2 0.0 1.2
H -0.4020 1.2732 0.8325 0.0 1.4 0.9
H -2.4681 0.8277 -1.0230 2.4 1.9 0.6
```
Forces are in eV/Å.